No. 1
The following is a DFT calculation (wB97M-V/def2-TZVPD) of the ion CH4N5S with charge +1 in a non-equilibrium geometry.

The geometry in XYZ format:
```
11
Properties=species:S:1:pos:R:3:nbo_charge:R:1
N -1.3507 0.4431 0.1444 -0.753
C 0.0820 0.0260 0.2721 0.113
S 0.1988 -1.6903 0.9485 0.110
N 1.1054 0.8726 0.8273 -0.128
N 2.0498 0.9609 0.0059 0.060
N 1.7715 0.3124 -1.1550 0.038
N 0.6572 -0.1896 -1.1131 -0.135
H -1.3818 1.5286 0.3907 0.488
H -1.9260 -0.2132 0.8224 0.506
H -1.5432 0.3658 -0.9372 0.500
H 0.3370 -2.4162 -0.2061 0.202
```

- SMILES = [NH3+]C1(S)N=NN=N1
- energy relative to the best compared isomer or geometry (same formula, charge and spin) (kJ/mol) = 79.75
- 2S+1 = 1
- charge = +1



No. 2
The following is a DFT calculation (wB97M-V/def2-TZVPD) of a structure of composition C13H13AuN8S3.

The geometry in XYZ format:
```
38
Properties=species:S:1:pos:R:3:lowdin_spin:R:1
Au 1.8994 -0.1752 -0.3567 0.536
N 5.0272 -0.3787 2.6186 0.075
C 3.9863 -0.3415 1.8231 0.053
S 4.1780 -0.3288 0.1206 0.128
N 2.7772 -0.3479 2.5368 0.375
N 1.7474 -0.2416 1.7825 0.238
C 0.5025 -0.2871 2.2437 0.143
C -0.5344 -0.2470 1.2839 0.029
C -1.8539 -0.4832 1.5341 0.223
C -2.7492 -0.6269 0.3477 0.024
C -2.7547 0.6393 -0.6259 0.015
C -1.5916 0.4218 -1.6670 0.001
N -0.2000 -0.0090 -0.0942 0.055
H 5.9703 -0.3863 2.2558 0.003
H 4.8913 -0.3985 3.6212 0.001
H 0.3270 -0.3919 3.3100 0.007
H -2.2130 -0.6486 2.5430 0.008
H -3.7583 -0.8914 0.6469 0.000
H -3.7564 0.8137 -1.0056 0.001
H -1.7526 0.6269 -2.7181 0.000
N 0.2608 4.4485 -1.6905 0.000
C -0.3308 3.3552 -1.2238 0.001
N 0.2615 2.2162 -1.0335 0.008
C -0.7272 1.2824 -0.7057 0.004
C -1.9835 1.8323 -0.0224 0.006
S -2.0866 3.4294 -0.8684 0.004
C -0.9517 -0.8651 -1.1735 0.003
C -2.0954 -1.6634 -0.5952 0.018
S -1.3295 -3.2286 -0.1119 0.003
C -0.0745 -2.8886 -1.3414 0.005
N 0.0026 -1.6797 -1.8218 0.028
N 0.7535 -3.8718 -1.6825 0.001
H 1.2186 4.4014 -1.9975 0.000
H -0.2186 5.3309 -1.7405 0.000
H -2.0159 1.9796 1.0573 0.003
H -2.8046 -1.8622 -1.4019 0.001
H 0.5698 -4.8244 -1.4152 0.000
H 1.4093 -3.7101 -2.4315 0.000
```

- ⟨S²⟩ = 2.051
- 2S+1 = 3
- charge = +2
- calculated total energy (Eh) = -2270.843708



No. 3
The following is a DFT calculation (wB97M-V/def2-TZVPD) of a cluster of 2 separate species, CH5BrN3 in total in a non-equilibrium geometry.

The geometry in XYZ format:
```
10
Properties=species:S:1:pos:R:3:nbo_charge:R:1
C -0.0986 -0.1078 -0.0173 0.679
N -0.4031 -1.3064 0.3998 -0.798
N -0.5779 0.7128 -0.8831 -0.761
N 2.1252 0.3032 0.9263 -0.655
Br 3.3721 0.0357 -0.1897 0.449
H -0.8816 -1.9065 -0.2854 0.427
H -0.0232 -1.7161 1.2862 0.458
H -1.3416 0.3715 -1.5078 0.419
H -0.3032 1.6498 -1.0713 0.458
H 1.9944 -0.5447 1.4133 0.324
```

- energy relative to the best compared isomer or geometry (same formula, charge and spin) (kJ/mol) = 404.97
- 2S+1 = 1
- charge = +1



No. 4
The following is a DFT calculation (wB97M-V/def2-TZVPD) of a structure of composition C49H55Cl4CsI2N6O2 in a non-equilibrium geometry.

The geometry in XYZ format:
```
119
Properties=species:S:1:pos:R:3:lowdin_charge:R:1
Cs -1.8113 -0.6084 0.0063 1.015
N -2.2851 2.0681 2.7731 0.019
C -3.4731 2.8948 2.5621 -0.295
C -3.7406 3.1179 1.0826 -0.290
N -4.0895 1.8565 0.4525 -0.021
H -2.1222 1.9523 3.7669 0.066
H -2.4449 1.1324 2.4160 -0.018
H -3.2967 3.8660 3.0340 0.102
H -4.3816 2.4712 3.0141 0.072
H -2.8301 3.5018 0.6159 0.092
H -4.5175 3.8926 0.9894 0.102
H -4.1963 1.8889 -0.5529 0.027
H -4.9371 1.4636 0.8479 -0.011
Cl -3.5001 -7.4829 3.0035 0.590
C -3.0585 -6.2113 1.9052 -0.733
C -2.6856 -6.4939 0.6045 -0.726
Cl -2.6692 -8.1409 0.0484 0.600
C -2.3230 -5.4620 -0.2651 -0.615
Cl -1.8538 -5.8068 -1.9053 0.631
C -2.3264 -4.1003 0.1158 -0.478
O -1.9925 -3.1432 -0.6402 -0.338
C -2.7368 -3.8201 1.4876 -0.466
O -2.7043 -2.5552 1.8791 -0.678
C -3.0724 -4.8689 2.3274 -0.628
Cl -3.4854 -4.4850 3.9740 0.637
C 5.6308 1.4545 2.3103 -0.079
C 4.7156 0.3790 1.7304 -0.375
C 5.4962 -0.5615 0.8064 -0.055
C 3.9859 -0.4293 2.7868 -0.141
C 4.5843 -0.7682 3.9906 -0.057
C 3.9096 -1.5363 4.9304 -0.100
C 2.6239 -1.9686 4.6581 -0.054
C 1.9863 -1.6640 3.4565 -0.130
C 0.5627 -2.1382 3.2379 -0.364
C -0.4024 -1.4698 4.2223 -0.047
C 0.4475 -3.6617 3.3167 -0.039
C 2.6837 -0.8956 2.5112 -0.160
N 2.1140 -0.4701 1.3060 0.114
C 1.9248 -1.2817 0.3455 -0.124
C 1.4031 -0.9486 -0.9677 -0.216
C 0.9680 -2.0293 -1.7459 -0.096
C 0.3746 -1.8701 -2.9797 -0.115
C 0.2068 -0.5665 -3.4602 -0.107
C 0.6302 0.5219 -2.7394 -0.068
C 1.2503 0.4001 -1.4549 -0.323
N 1.5807 1.4496 -0.7186 0.107
C 1.9564 2.6686 -1.1792 -0.186
C 1.4872 3.8172 -0.4638 -0.135
C 1.9028 5.0843 -0.8277 -0.071
C 2.7781 5.2944 -1.8895 -0.124
C 3.2707 4.1896 -2.5595 -0.085
C 2.9020 2.8898 -2.2277 -0.139
C 3.6271 1.7494 -2.9250 -0.372
C 5.1393 1.8368 -2.6932 -0.072
C 3.3335 1.6959 -4.4265 -0.070
C 0.6023 3.5969 0.7468 -0.378
C 1.4436 3.0880 1.9230 -0.056
C -0.2000 4.8250 1.1639 -0.097
H 6.0078 2.0927 1.5072 0.071
H 6.4956 1.0234 2.8236 0.064
H 5.0913 2.0854 3.0188 0.080
H 3.9500 0.8740 1.1269 0.115
H 6.2212 -1.1462 1.3809 0.078
H 6.0372 -0.0016 0.0390 0.063
H 4.8213 -1.2581 0.3046 0.073
H 5.5898 -0.4232 4.2053 0.097
H 4.3844 -1.7922 5.8707 0.088
H 2.0933 -2.5605 5.3961 0.104
H 0.2377 -1.8509 2.2394 0.097
H -0.1785 -1.7645 5.2520 0.076
H -1.4268 -1.7676 3.9916 0.057
H -0.3241 -0.3811 4.1580 0.079
H 0.7400 -4.0312 4.3035 0.074
H 1.0888 -4.1421 2.5739 0.084
H -0.5819 -3.9701 3.1306 0.057
H 2.1546 -2.3516 0.4760 0.136
H 1.0517 -3.0261 -1.3241 0.112
H -0.0169 -2.7251 -3.5133 0.093
H -0.2855 -0.4075 -4.4143 0.087
H 0.4660 1.5266 -3.1122 0.103
H 1.5327 5.9415 -0.2763 0.089
H 3.0858 6.2957 -2.1673 0.078
H 3.9878 4.3396 -3.3624 0.095
H 3.2977 0.8128 -2.4798 0.118
H 5.5617 2.7382 -3.1457 0.065
H 5.6474 0.9710 -3.1284 0.072
H 5.3598 1.8646 -1.6249 0.068
H 3.6954 2.6037 -4.9196 0.068
H 2.2643 1.6101 -4.6151 0.060
H 3.8289 0.8380 -4.8903 0.074
H -0.0965 2.7946 0.4984 0.117
H 2.1904 3.8395 2.2036 0.079
H 1.9458 2.1632 1.6425 0.048
H 0.8027 2.8849 2.7860 0.069
H 0.4496 5.6260 1.5314 0.068
H -0.8750 4.5486 1.9751 0.057
H -0.7896 5.2251 0.3347 0.076
C -2.3468 2.0056 -4.2721 -0.069
C -2.5963 1.0205 -5.2115 -0.081
C -3.3405 -0.0874 -4.8400 -0.022
C -3.8370 -0.1682 -3.5408 -0.211
N -3.6162 0.7936 -2.6413 0.105
C -2.8745 1.8351 -3.0010 -0.136
C -4.5793 -1.3783 -3.0738 -0.219
C -5.2493 -2.2143 -3.9633 -0.029
C -5.8246 -3.3767 -3.4748 -0.072
C -5.7150 -3.6657 -2.1264 -0.043
C -5.0519 -2.7567 -1.3125 -0.121
N -4.5090 -1.6376 -1.7714 0.123
H -1.7372 2.8696 -4.5000 0.106
H -2.1872 1.0939 -6.2116 0.106
H -3.4974 -0.9005 -5.5348 0.104
H -2.6823 2.5757 -2.2288 0.109
H -5.3208 -1.9652 -5.0136 0.098
H -6.3426 -4.0526 -4.1445 0.100
H -6.1210 -4.5767 -1.7079 0.107
H -4.9374 -2.9442 -0.2507 0.068
I -4.6245 -1.3913 2.3876 0.524
I -6.9006 0.2135 2.9099 -0.173
```

- energy relative to the best compared isomer or geometry (same formula, charge and spin) (kJ/mol) = 0.00
- 2S+1 = 1
- charge = -2



No. 5
The following is a DFT calculation (wB97M-V/def2-TZVPD) of the molecule C5H8N2 in a non-equilibrium geometry.

The geometry in XYZ format:
```
15
Properties=species:S:1:pos:R:3:nbo_charge:R:1
C 0.1899 -1.9502 -0.5639 -0.616
C -0.5639 -1.0959 0.4817 -0.432
C -0.2218 0.3669 0.3740 0.109
C -1.0910 1.4150 0.2474 -0.098
N -0.4311 2.4880 -0.3157 -0.453
C 0.8257 2.1784 -0.3125 0.162
N 1.0285 0.8782 0.1304 -0.555
H 0.6989 -2.8292 -0.1763 0.213
H -0.5974 -2.3544 -1.1931 0.214
H 0.8358 -1.3352 -1.1814 0.218
H -0.4334 -1.4289 1.5060 0.211
H -1.6393 -1.1859 0.3436 0.219
H -2.1584 1.3587 0.3709 0.203
H 1.6666 2.8548 -0.3054 0.190
H 1.8909 0.6397 0.5945 0.414
```

- SMILES = CCc1cnc[nH]1
- energy relative to the best compared isomer or geometry (same formula, charge and spin) (kJ/mol) = 63.19
- 2S+1 = 1
- charge = 0



Question: The lowest charge belongs to which entry?
Answer: C49H55Cl4CsI2N6O2